Record 1
# C6H14N3V

A structure of composition C6H14N3V (the ωB97M-V functional and the def2-TZVPD basis, the Open Molecules 2025 dataset).

Geometry (Å):
C: 0.59 1.25 -2.29
V: -0.13 0.14 -0.74
N: -0.30 -0.90 1.25
H: 1.38 -0.50 -0.85
H: 0.47 -0.72 1.87
H: -1.26 -0.80 -1.12
H: 0.61 0.47 -3.04
H: 1.46 1.47 -1.61
H: -0.32 1.88 -2.42
H: -1.12 -0.60 1.72
H: -0.38 -1.88 1.13
N: 2.02 0.76 1.65
C: 1.39 1.99 1.44
C: 1.76 3.16 2.17
C: 1.03 4.32 1.95
C: -0.07 4.27 1.08
C: -0.37 3.09 0.42
N: 0.36 1.96 0.57
H: 2.33 0.28 0.79
H: 2.76 0.81 2.32
H: 2.60 3.08 2.83
H: 1.30 5.24 2.44
H: -0.68 5.15 0.89
H: -1.24 3.00 -0.28

## Properties
Net charge   -1
2S+1   4
Energy above the lowest of the compared OMol25 structures with the same formula, charge and spin   0.0 kJ/mol
<S²>   3.79
Gap between HOMO and LUMO (alpha / beta)   3.7 / 6.9 eV
Energy   -1345.14729 hartree
Lowest unoccupied orbital energy (alpha / beta)   3.3228 / 3.3020 eV



Record 2
# C6H14N4O2

A cluster of 2 separate species, C6H14N4O2 in total (the ωB97M-V functional and the def2-TZVPD basis, the Open Molecules 2025 dataset).

Geometry (Å):
C: 2.80 0.63 -4.06
C: 1.76 -0.46 -0.68
C: -2.16 0.81 0.90
C: -2.86 1.03 2.21
C: -3.05 -0.22 3.14
C: -2.00 -1.31 2.99
H: 3.61 1.32 -3.77
H: 1.91 1.21 -4.37
H: 3.16 0.06 -4.93
H: 1.93 -1.06 -3.20
H: 1.22 0.94 -1.97
H: 1.23 -0.13 1.22
H: 1.40 1.28 0.30
H: 1.86 -2.06 0.32
H: -1.22 0.29 1.03
H: -2.00 1.77 0.41
H: -2.78 0.20 0.24
H: -2.25 -2.10 2.25
H: -1.88 -1.80 3.96
H: -1.05 -0.87 2.67
N: 2.57 -0.30 -2.94
N: 2.05 0.36 -1.78
N: 1.15 0.31 0.33
N: 2.02 -1.71 -0.63
O: -3.43 2.08 2.43
O: -3.98 -0.30 3.91

## Properties
Net charge   0
Energy above the lowest of the compared OMol25 structures with the same formula, charge and spin   294.0 kJ/mol
Gap between HOMO and LUMO   8.7 eV
Energy   -606.46189 hartree
Lowest unoccupied orbital energy   -0.2823 eV
SMILES string   [H]/N=C(\N)NNC.CC(=O)C(C)=O



Record 3
# C6H14N5

A cluster of 2 separate species, C6H14N5 in total (the ωB97M-V functional and the def2-TZVPD basis, the Open Molecules 2025 dataset).

Geometry (Å):
C: 1.11 1.88 0.01
C: -1.19 1.64 0.49
C: 0.14 -0.20 0.04
C: -0.15 -1.45 -1.96
C: 1.71 -1.99 -0.34
C: 0.30 -1.57 -0.55
N: 1.21 0.63 0.00
N: -0.12 2.46 0.29
N: -1.13 0.40 -0.08
N: -2.36 2.10 0.95
N: 0.12 -0.38 2.22
H: 2.03 2.39 -0.31
H: -1.13 -1.58 -2.26
H: 0.62 -1.95 -2.55
H: 0.11 -0.42 -2.26
H: 2.39 -1.23 -0.83
H: 2.03 -3.01 -0.76
H: 1.87 -1.94 0.74
H: -0.32 -2.15 0.00
H: -0.10 3.49 0.41
H: -2.00 -0.18 -0.09
H: -2.54 2.95 1.46
H: -3.25 1.94 0.37
H: -0.45 -1.09 2.44
H: 1.08 -0.72 2.59

## Properties
Net charge   +1
Energy above the lowest of the compared OMol25 structures with the same formula, charge and spin   447.1 kJ/mol
Gap between HOMO and LUMO (alpha / beta)   7.5 / 7.5 eV
Energy   -510.44783 hartree
Lowest unoccupied orbital energy (alpha / beta)   -4.3121 / -4.3120 eV



Record 4
# C6H14NO

An isolated molecule of C6H14NO (the ωB97M-V functional and the def2-TZVPD basis, the Open Molecules 2025 dataset).

Geometry (Å):
C: -0.35 -0.10 1.99
C: 1.08 0.45 1.88
C: 2.08 0.02 0.75
O: 2.48 1.11 0.02
C: -0.75 -0.89 0.73
N: -1.05 0.10 -0.33
C: -0.90 -0.45 -1.68
C: -1.25 0.62 -2.72
H: -0.41 -0.81 2.82
H: -1.07 0.70 2.09
H: 1.63 0.26 2.79
H: 1.06 1.53 1.79
H: 1.78 -0.67 -0.04
H: 2.93 -0.51 1.21
H: 0.14 -1.41 0.41
H: -1.67 -1.41 0.92
H: -0.42 0.90 -0.27
H: 0.17 -0.66 -1.84
H: -1.39 -1.41 -1.74
H: -2.15 1.11 -2.36
H: -1.47 0.16 -3.67
H: -0.48 1.37 -2.74

## Properties
Net charge   0
2S+1   2
Energy above the lowest of the compared OMol25 structures with the same formula, charge and spin   109.0 kJ/mol
<S²>   0.75
Gap between HOMO and LUMO (alpha / beta)   9.9 / 7.5 eV
Energy   -366.88838 hartree
Lowest unoccupied orbital energy (alpha / beta)   1.0547 / -1.3412 eV



Record 5
# C6H14NO

The ion C6H14NO with charge +1 (the ωB97M-V functional and the def2-TZVPD basis, the Open Molecules 2025 dataset).

Geometry (Å):
C: 0.37 -1.94 -1.02
O: -0.71 -2.59 -1.73
C: -0.40 -0.98 -0.09
C: 0.50 -0.11 0.75
C: -0.24 1.03 1.48
C: 1.57 2.81 1.03
C: 0.33 2.42 1.21
N: -1.20 -0.12 -1.08
H: 1.07 -2.67 -0.62
H: 0.93 -1.38 -1.77
H: -0.48 -3.39 -2.21
H: -1.04 -1.65 0.48
H: 1.28 0.29 0.09
H: 0.95 -0.82 1.45
H: -0.19 0.86 2.56
H: -1.28 1.09 1.16
H: 1.86 3.85 1.05
H: 2.40 2.11 0.92
H: -0.42 3.20 1.35
H: -2.14 -0.42 -1.29
H: -0.75 -0.23 -1.98
H: -1.07 0.85 -0.81

## Properties
Net charge   +1
Energy above the lowest of the compared OMol25 structures with the same formula, charge and spin   122.7 kJ/mol
Gap between HOMO and LUMO   10.1 eV
Energy   -366.72050 hartree
Lowest unoccupied orbital energy   -3.1938 eV
SMILES string   C=CCC[C@@H]([NH3+])CO



Record 6
# C6H14NO

A cluster of 2 separate species, C6H14NO in total (the ωB97M-V functional and the def2-TZVPD basis, the Open Molecules 2025 dataset).

Geometry (Å):
C: -0.15 -1.38 -2.52
C: 0.16 0.15 -2.46
C: -0.71 0.87 -1.34
C: -0.49 0.40 0.07
C: -0.05 1.29 0.95
N: 0.50 0.81 2.21
C: 1.33 1.57 2.80
H: -1.11 -1.53 -2.98
H: -0.06 -1.79 -1.49
H: 0.74 -1.78 -2.99
H: 0.00 0.61 -3.42
H: 1.19 0.29 -2.13
H: -1.77 0.63 -1.62
H: -0.59 1.97 -1.45
H: -0.77 -0.64 0.26
H: 0.11 2.33 0.68
H: 0.21 -0.14 2.47
H: 1.77 2.51 2.45
H: 1.83 1.14 3.66
H: -1.46 -2.18 2.32
H: -0.19 -3.01 2.16
O: -0.49 -2.13 2.38

## Properties
Net charge   +1
Energy above the lowest of the compared OMol25 structures with the same formula, charge and spin   151.2 kJ/mol
Gap between HOMO and LUMO   9.0 eV
Energy   -366.70966 hartree
Lowest unoccupied orbital energy   -4.7558 eV



Record 7
# C6H14NO

A cluster of 2 separate species, C6H14NO in total (the ωB97M-V functional and the def2-TZVPD basis, the Open Molecules 2025 dataset).

Geometry (Å):
C: -1.66 0.78 -2.97
C: -0.49 1.65 -2.49
C: -0.22 1.71 -0.98
C: 0.71 0.60 -0.55
C: 0.71 0.13 0.68
N: 1.21 -1.18 1.02
C: 1.43 -1.59 2.22
H: -2.15 0.31 -2.12
H: -1.37 0.07 -3.73
H: -2.40 1.42 -3.45
H: -0.51 2.65 -2.91
H: 0.40 1.31 -3.03
H: -1.18 1.63 -0.48
H: 0.15 2.69 -0.71
H: 1.28 0.12 -1.33
H: 0.18 0.56 1.52
H: 0.98 -1.90 0.34
H: 1.60 -0.85 2.97
H: 1.66 -2.63 2.39
H: -1.06 -1.33 3.67
H: -1.55 -2.42 2.70
O: -1.00 -1.64 2.75

## Properties
Net charge   +1
Energy above the lowest of the compared OMol25 structures with the same formula, charge and spin   164.2 kJ/mol
Gap between HOMO and LUMO   9.2 eV
Energy   -366.70469 hartree
Lowest unoccupied orbital energy   -4.6250 eV



Record 8
# C6H14NO

A cluster of 2 separate species, C6H14NO in total (the ωB97M-V functional and the def2-TZVPD basis, the Open Molecules 2025 dataset).

Geometry (Å):
C: 0.77 -2.47 -0.37
C: 0.25 -1.42 -1.33
C: 0.83 -0.01 -1.07
C: 0.58 0.47 0.36
C: 1.57 1.12 1.06
C: -1.14 1.14 1.94
N: -0.68 0.31 0.79
H: 1.86 -2.52 -0.28
H: 0.46 -2.23 0.65
H: 0.41 -3.45 -0.67
H: 0.49 -1.66 -2.36
H: -0.84 -1.35 -1.25
H: 1.91 0.03 -1.21
H: 0.36 0.71 -1.74
H: 2.56 1.25 0.63
H: 1.44 1.43 2.09
H: -2.21 0.97 1.94
H: -0.93 2.20 1.80
H: -0.57 0.84 2.82
H: -3.11 1.54 -1.59
H: -1.87 1.55 -0.64
O: -2.14 1.53 -1.57

## Properties
Net charge   +1
Energy above the lowest of the compared OMol25 structures with the same formula, charge and spin   418.9 kJ/mol
Gap between HOMO and LUMO   6.5 eV
Energy   -366.60770 hartree
Lowest unoccupied orbital energy   -8.5065 eV



Record 9
# C6H14NO2P

An isolated molecule of C6H14NO2P (the ωB97M-V functional and the def2-TZVPD basis, the Open Molecules 2025 dataset).

Geometry (Å):
C: 0.42 -1.33 -0.16
C: 0.81 -0.80 -1.53
C: -0.81 -0.61 0.59
C: -1.17 -1.61 1.70
C: 0.81 0.52 1.96
C: -0.88 2.03 -2.02
N: -0.35 0.67 1.10
O: 1.56 2.88 -0.88
O: 1.48 0.43 -1.52
P: 0.65 1.76 -0.93
H: 0.25 -2.32 -0.30
H: 1.31 -1.13 0.51
H: 1.66 -1.49 -1.88
H: -0.05 -0.86 -2.19
H: -1.71 -0.57 -0.14
H: -2.08 -1.16 2.16
H: -0.39 -1.73 2.45
H: -1.44 -2.64 1.25
H: 1.65 0.08 1.47
H: 1.13 1.52 2.16
H: 0.57 0.09 2.98
H: -1.74 1.73 -1.55
H: -0.97 3.12 -2.27
H: -0.72 1.43 -2.99

## Properties
Net charge   0
Energy above the lowest of the compared OMol25 structures with the same formula, charge and spin   229.0 kJ/mol
Gap between HOMO and LUMO (alpha / beta)   8.0 / 8.0 eV
Energy   -783.52558 hartree
Lowest unoccupied orbital energy (alpha / beta)   -0.2795 / -0.2808 eV



Record 10
# C6H14NO2S

A cluster of 2 separate species, C6H14NO2S in total (the ωB97M-V functional and the def2-TZVPD basis, the Open Molecules 2025 dataset).

Geometry (Å):
C: -0.81 -0.77 0.47
C: 0.82 -0.47 -2.42
C: 0.27 -0.81 2.58
C: 1.53 0.46 0.87
C: -0.46 -1.14 -1.90
C: 0.51 -0.79 1.11
N: -1.10 1.91 -0.78
O: -1.58 1.37 1.65
O: -3.11 0.47 -0.08
S: -1.72 0.72 0.32
H: 1.12 -0.71 -3.42
H: 0.80 0.55 -2.67
H: 1.68 -0.53 -1.81
H: -0.11 0.13 2.85
H: -0.35 -1.61 2.77
H: 1.10 -0.91 3.24
H: 2.50 0.12 0.73
H: 1.39 1.14 1.72
H: 1.09 0.81 -0.04
H: -0.31 -2.21 -2.01
H: -1.24 -0.81 -2.58
H: 0.97 -1.68 0.72
H: -0.98 2.55 -0.05
H: -2.02 2.21 -1.27

## Properties
Net charge   -1
Energy above the lowest of the compared OMol25 structures with the same formula, charge and spin   304.5 kJ/mol
Gap between HOMO and LUMO (alpha / beta)   6.9 / 6.9 eV
Energy   -840.26861 hartree
Lowest unoccupied orbital energy (alpha / beta)   3.5860 / 3.5860 eV